Entry 1:
# C31H56O12S4Si

A 5-piece molecular cluster, C31H56O12S4Si overall in a non-equilibrium geometry (the ωB97M-V functional and the def2-TZVPD basis, OMol25).

Last column: Löwdin charge in e.
Cartesian coordinates (Å):
C -2.50 -8.30 2.29  -0.064
C -3.20 -7.33 1.34  -0.271
O -4.60 -7.33 1.56  -0.131
C -5.15 -6.04 1.56  -0.211
C -5.03 -5.35 0.19  -0.102
C -6.04 -4.27 -0.05  -0.075
C -6.25 -3.19 0.72  -0.074
C -5.48 -2.85 1.96  -0.097
C -3.97 -2.74 1.75  -0.275
O -3.71 -1.98 0.60  -0.184
Si -2.12 -1.89 0.07  0.446
C -2.00 -2.25 -1.77  -0.148
C -1.40 -0.17 0.29  -0.162
C -0.95 -3.08 0.94  -0.151
C -7.33 -2.22 0.35  -0.308
O -7.45 -1.14 0.93  0.099
C -8.28 -2.57 -0.73  0.025
C -8.06 -3.63 -1.51  0.026
C -6.86 -4.47 -1.30  -0.306
O -6.54 -5.29 -2.15  0.094
H -3.14 -9.13 2.53  0.076
H -1.61 -8.66 1.79  0.071
H -2.18 -7.79 3.20  0.070
H -3.01 -7.66 0.32  0.119
H -2.76 -6.34 1.49  0.108
H -6.21 -6.07 1.81  0.135
H -4.67 -5.45 2.34  0.106
H -5.17 -6.13 -0.55  0.120
H -4.03 -4.97 0.01  0.118
H -5.84 -1.88 2.29  0.113
H -5.71 -3.54 2.77  0.124
H -3.56 -2.26 2.64  0.127
H -3.55 -3.75 1.72  0.080
H -0.95 -2.14 -2.02  0.036
H -2.52 -1.50 -2.36  0.019
H -2.31 -3.26 -2.03  0.026
H -1.98 0.58 -0.23  0.035
H -1.22 0.09 1.33  0.040
H -0.43 -0.21 -0.20  0.001
H -0.97 -4.07 0.47  0.027
H 0.06 -2.70 0.90  0.035
H -1.20 -3.21 1.99  0.025
H -9.14 -1.94 -0.88  0.118
H -8.73 -3.91 -2.31  0.118
O 1.47 1.12 0.52  -0.325
S 1.40 1.75 -0.78  0.665
O 0.17 1.84 -1.51  -0.335
C 2.15 3.36 -0.66  -0.237
C 3.62 3.12 -0.95  -0.220
C 3.66 2.14 -2.13  -0.206
C 2.66 1.01 -1.83  -0.210
H 1.96 3.78 0.32  0.075
H 1.69 3.99 -1.43  0.113
H 4.14 4.05 -1.18  0.117
H 4.10 2.67 -0.08  0.092
H 3.37 2.66 -3.05  0.116
H 4.66 1.74 -2.29  0.110
H 2.19 0.63 -2.73  0.102
H 3.13 0.20 -1.27  0.104
O 5.04 6.63 2.13  -0.321
S 3.79 5.92 2.27  0.676
O 2.98 5.60 1.11  -0.324
C 4.07 4.44 3.22  -0.220
C 3.87 4.88 4.67  -0.212
C 2.63 5.78 4.66  -0.210
C 2.78 6.76 3.49  -0.216
H 5.07 4.07 3.01  0.072
H 3.33 3.70 2.93  0.118
H 3.75 4.03 5.33  0.119
H 4.74 5.45 5.01  0.119
H 1.73 5.17 4.52  0.118
H 2.51 6.32 5.60  0.113
H 1.82 7.02 3.04  0.102
H 3.30 7.67 3.79  0.104
O -0.57 1.66 -6.54  -0.323
S -1.28 0.73 -5.70  0.655
O -0.59 -0.32 -4.99  -0.331
C -2.28 1.66 -4.54  -0.228
C -3.60 1.86 -5.27  -0.220
C -3.92 0.51 -5.94  -0.214
C -2.64 0.02 -6.63  -0.220
H -1.77 2.59 -4.29  0.109
H -2.40 1.05 -3.65  0.101
H -4.39 2.17 -4.59  0.115
H -3.49 2.63 -6.04  0.118
H -4.23 -0.21 -5.17  0.115
H -4.74 0.60 -6.65  0.112
H -2.55 -1.06 -6.61  0.101
H -2.57 0.39 -7.65  0.102
O 7.33 1.44 3.43  -0.312
S 7.21 2.09 2.16  0.659
O 5.94 2.16 1.47  -0.330
C 7.90 3.74 2.28  -0.235
C 9.38 3.56 1.94  -0.217
C 9.41 2.61 0.74  -0.211
C 8.47 1.44 1.05  -0.216
H 7.73 4.13 3.29  0.108
H 7.40 4.37 1.55  0.109
H 9.85 4.51 1.72  0.117
H 9.90 3.11 2.79  0.120
H 9.07 3.14 -0.15  0.117
H 10.42 2.25 0.54  0.114
H 7.98 1.06 0.15  0.102
H 8.98 0.63 1.57  0.105

Lowest unoccupied orbital energy in eV: -1.1
Orbital gap in eV: 8.3
Energy in Ha: -3999.91622
SMILES string: CCOCCC1=C(CCO[Si](C)(C)C)C(=O)C=CC1=O.O=S1(=O)CCCC1.O=S1(=O)CCCC1.O=S1(=O)CCCC1.O=S1(=O)CCCC1

Entry 2:
# C31H57HgN2O2P2

C31H57HgN2O2P2 as an isolated structure in a non-equilibrium geometry (the ωB97M-V functional and the def2-TZVPD basis, OMol25).

Last column: Löwdin charge in e.
Cartesian coordinates (Å):
C -0.12 2.35 1.76  -0.383
C -0.51 2.68 -0.54  -0.379
C 0.00 3.72 1.97  -0.078
C -0.06 4.04 -0.41  -0.033
C 0.14 4.57 0.87  -0.059
H 0.04 4.05 3.01  0.111
H 0.08 4.61 -1.32  0.104
H 0.29 5.62 1.01  0.102
N -0.35 1.84 0.54  0.003
P 0.65 -0.30 2.55  1.052
P -1.67 0.39 -1.75  1.054
C 0.02 1.39 2.95  -0.259
H 0.65 1.84 3.73  0.089
H -0.98 1.23 3.38  0.087
C -1.02 2.07 -1.74  -0.323
H -0.62 2.52 -2.68  0.063
C -1.15 -0.73 -3.29  -0.644
C -3.46 1.06 -1.84  -0.667
C 2.51 -0.02 2.50  -0.667
C 0.19 -1.44 3.98  -0.686
C -0.29 -1.94 -2.89  -0.124
H -0.76 -2.57 -2.12  0.054
H -0.12 -2.56 -3.78  0.095
H 0.70 -1.64 -2.53  0.030
C -2.40 -1.32 -3.96  -0.102
H -2.96 -1.95 -3.25  0.080
H -3.06 -0.56 -4.39  0.062
H -2.08 -1.98 -4.78  0.096
C -0.34 0.11 -4.26  -0.099
H -0.10 -0.48 -5.16  0.101
H -0.88 1.00 -4.61  0.087
H 0.60 0.41 -3.78  0.036
C -4.43 -0.12 -1.74  -0.104
H -4.14 -0.82 -0.95  0.038
H -5.41 0.29 -1.47  0.090
H -4.53 -0.65 -2.68  0.062
C -3.66 2.01 -0.64  -0.102
H -3.37 1.53 0.30  0.019
H -3.09 2.93 -0.77  0.079
H -4.72 2.28 -0.58  0.094
C -3.53 1.83 -3.17  -0.082
H -2.62 2.42 -3.34  0.064
H -3.68 1.19 -4.04  0.067
H -4.35 2.55 -3.10  0.096
C 0.95 -2.77 3.81  -0.085
H 0.58 -3.48 4.57  0.100
H 0.75 -3.21 2.82  0.072
H 2.03 -2.67 3.96  0.065
C -1.32 -1.74 3.91  -0.112
H -1.92 -0.82 3.99  0.076
H -1.58 -2.27 2.99  0.047
H -1.58 -2.39 4.76  0.101
C 0.47 -0.81 5.36  -0.079
H -0.01 0.17 5.46  0.086
H 0.03 -1.48 6.12  0.097
H 1.54 -0.73 5.58  0.062
C 2.80 1.29 1.74  -0.090
H 2.50 2.17 2.32  0.087
H 3.89 1.37 1.57  0.094
H 2.30 1.31 0.76  0.051
C 3.14 -1.21 1.75  -0.100
H 2.72 -1.31 0.74  0.037
H 4.22 -1.00 1.68  0.098
H 3.02 -2.15 2.30  0.062
C 3.15 0.09 3.89  -0.083
H 2.70 0.86 4.52  0.085
H 3.17 -0.87 4.42  0.071
H 4.20 0.38 3.74  0.100
Hg -0.72 -0.71 0.46  0.859
C -3.28 -0.49 1.27  -0.022
O -3.87 -1.35 1.77  0.070
N 1.92 -0.34 -1.19  0.174
C 2.68 0.30 -1.81  -0.118
C 3.28 1.42 -2.64  -0.535
C 2.22 2.34 -3.29  -0.044
C 4.01 2.34 -1.63  -0.042
C 4.08 0.66 -3.72  -0.037
H 1.51 1.83 -3.95  0.055
H 1.61 2.87 -2.55  0.065
H 2.75 3.08 -3.90  0.103
H 4.60 1.82 -0.86  0.081
H 4.61 3.12 -2.10  0.099
H 3.21 2.84 -1.07  0.077
H 4.34 1.32 -4.57  0.093
H 4.96 0.13 -3.30  0.098
H 3.43 -0.12 -4.15  0.085
C -1.77 -5.54 1.32  -0.074
C -1.93 -4.30 0.48  -0.303
O -0.73 -3.49 0.48  -0.211
H -1.04 -6.22 0.87  0.083
H -2.72 -6.07 1.39  0.084
H -1.44 -5.31 2.34  0.077
H -2.15 -4.55 -0.56  0.115
H -2.72 -3.64 0.85  0.096
H 0.00 -4.13 0.30  0.105

Lowest unoccupied orbital energy in eV: -3.2
Orbital gap in eV: 5.5
Energy in Ha: -2311.25143
Net charge: +1

Entry 3:
# C31H57N2O2P2SW

C31H57N2O2P2SW as an isolated structure in a non-equilibrium geometry (the ωB97M-V functional and the def2-TZVPD basis, OMol25).

Last column: Löwdin charge in e.
Cartesian coordinates (Å):
C -2.74 1.40 -1.62  -0.278
C -2.52 -0.97 -1.54  -0.280
C -3.89 1.30 -2.39  0.042
C -3.73 -1.09 -2.26  0.046
C -4.40 0.04 -2.69  0.036
H -4.36 2.22 -2.74  0.149
H -4.07 -2.09 -2.51  0.143
H -5.32 -0.04 -3.27  0.147
N -2.14 0.29 -1.12  -0.074
P -1.00 2.73 0.14  1.048
P -0.42 -2.32 -0.02  1.090
C -2.02 2.71 -1.40  -0.227
H -1.35 2.92 -2.26  0.106
H -2.75 3.54 -1.39  0.094
C -1.61 -2.05 -1.32  -0.200
H -2.01 -2.99 -1.73  0.100
C 0.51 -3.76 -1.00  -0.596
C -0.99 -3.13 1.66  -0.634
C 0.48 3.89 -0.18  -0.657
C -2.22 3.46 1.39  -0.659
C 1.98 -3.50 -0.66  -0.072
H 2.18 -3.51 0.42  0.087
H 2.61 -4.27 -1.13  0.117
H 2.29 -2.53 -1.05  0.046
C 0.06 -5.19 -0.70  -0.059
H 0.23 -5.52 0.33  0.076
H -1.00 -5.34 -0.96  0.091
H 0.64 -5.87 -1.34  0.120
C 0.30 -3.61 -2.51  -0.086
H 1.10 -4.15 -3.04  0.116
H -0.66 -4.00 -2.86  0.104
H 0.34 -2.52 -2.82  0.040
C 0.21 -3.82 2.34  -0.057
H 0.98 -3.09 2.63  0.060
H -0.15 -4.32 3.25  0.122
H 0.70 -4.58 1.72  0.058
C -1.48 -2.05 2.63  -0.105
H -0.66 -1.43 3.00  0.053
H -2.24 -1.40 2.18  0.074
H -1.94 -2.55 3.50  0.116
C -2.16 -4.08 1.38  -0.073
H -1.88 -4.96 0.79  0.064
H -2.55 -4.44 2.34  0.111
H -2.97 -3.56 0.86  0.087
C -1.47 3.80 2.69  -0.069
H -2.23 4.11 3.43  0.113
H -0.93 2.94 3.10  0.066
H -0.77 4.64 2.57  0.081
C -3.29 2.39 1.70  -0.078
H -3.88 2.13 0.81  0.081
H -2.86 1.48 2.13  0.072
H -3.98 2.82 2.44  0.115
C -2.94 4.71 0.86  -0.060
H -3.52 5.14 1.69  0.116
H -2.25 5.49 0.51  0.066
H -3.65 4.48 0.06  0.083
C 1.07 3.53 -1.55  -0.099
H 0.47 3.93 -2.38  0.092
H 2.08 3.96 -1.63  0.115
H 1.17 2.44 -1.69  0.032
C 1.55 3.65 0.91  -0.079
H 2.06 2.69 0.80  0.078
H 2.31 4.45 0.81  0.112
H 1.14 3.71 1.93  0.074
C 0.08 5.37 -0.16  -0.069
H -0.70 5.61 -0.89  0.094
H -0.21 5.71 0.84  0.083
H 0.97 5.96 -0.44  0.114
W -0.42 0.29 0.04  1.257
C 0.14 0.64 1.87  -0.297
O 0.41 0.90 3.00  0.060
N 0.70 -0.20 -1.47  -0.015
C 0.99 -0.97 -2.36  -0.030
C 2.15 -0.72 -3.40  -0.547
C 2.16 -1.79 -4.48  -0.039
C 1.89 0.64 -4.02  -0.029
C 3.48 -0.73 -2.66  -0.017
H 2.46 -2.77 -4.08  0.088
H 1.18 -1.88 -4.95  0.107
H 2.89 -1.54 -5.27  0.118
H 2.01 1.44 -3.28  0.069
H 2.60 0.83 -4.83  0.120
H 0.88 0.68 -4.45  0.107
H 4.29 -0.45 -3.35  0.125
H 3.49 -0.01 -1.84  0.099
H 3.73 -1.73 -2.28  0.089
C 2.55 0.24 5.29  -0.233
S 3.13 -0.16 3.62  0.806
C 4.77 -0.73 4.04  -0.235
O 2.35 -1.36 3.16  -0.585
H 3.35 0.77 5.82  0.063
H 2.28 -0.69 5.80  0.078
H 1.68 0.90 5.18  0.034
H 4.72 -1.80 4.26  0.073
H 5.40 -0.54 3.17  0.054
H 5.15 -0.16 4.90  0.061

Lowest unoccupied orbital energy (spin up / spin down) in eV: -11.1 / -11.1
Orbital gap (spin up / spin down) in eV: 4.4 / 4.4
Energy in Ha: -2622.26204
Net charge: +3
<S²>: 2.22
Multiplicity: 3